Entry from OMol25: a molecular structure, C45H46N7O4SZr (wB97M-V/def2-TZVPD).

The geometry in XYZ format:
```
104
Properties=species:S:1:pos:R:3
Zr 0.849 0.222 -0.063
C -0.646 2.600 -1.856
N 0.727 2.425 -1.340
C 1.671 2.828 -2.422
C 1.864 1.836 -3.556
C 2.496 0.526 -3.102
N 1.511 -0.276 -2.368
C 0.908 -1.135 -3.108
C -0.297 -1.891 -2.857
C -0.829 -2.520 -3.926
C -2.174 -3.055 -3.929
C -3.013 -2.761 -2.932
C -2.609 -1.958 -1.746
C -1.076 -1.784 -1.583
O -0.759 -0.620 -0.921
C 1.033 3.295 -0.142
C 1.882 2.611 2.192
C 1.149 1.495 2.929
N 1.365 0.206 2.268
C 1.537 -0.806 3.038
C 1.707 -2.180 2.632
C 1.909 -3.154 3.621
C 2.112 -4.472 3.283
C 2.124 -4.829 1.931
C 1.924 -3.890 0.941
C 1.697 -2.553 1.278
O 1.513 -1.639 0.341
H -0.837 3.645 -2.117
H -1.382 2.265 -1.135
H -0.754 1.989 -2.749
H 2.651 3.005 -1.980
H 1.329 3.787 -2.831
H 2.536 2.315 -4.273
H 0.933 1.633 -4.088
H 3.355 0.749 -2.474
H 2.859 -0.029 -3.972
H 1.290 -1.279 -4.124
H -0.256 -2.576 -4.846
H -2.505 -3.630 -4.783
H -4.043 -3.096 -2.963
H -3.140 -0.997 -1.747
H -0.071 4.927 0.282
H 1.637 4.124 -0.515
H 1.456 3.583 2.448
H 2.917 2.604 2.528
H 0.081 1.691 2.977
H 1.519 1.474 3.958
H 1.573 -0.636 4.118
H 1.904 -2.851 4.662
H 2.263 -5.219 4.048
H 2.285 -5.863 1.654
H 1.913 -4.170 -0.105
C 4.152 -0.845 -0.502
O 3.354 0.319 -0.209
C 4.039 1.511 -0.139
C 5.374 1.650 -0.501
C 5.979 2.897 -0.422
C 5.266 3.999 0.023
C 3.938 3.846 0.386
C 3.313 2.611 0.296
N 1.932 2.429 0.708
N -0.021 3.956 0.530
C -1.182 3.495 1.186
C -1.445 2.154 1.317
O -0.597 1.268 0.800
C -2.596 1.713 2.014
C -3.470 2.611 2.540
C -3.235 4.003 2.415
C -4.136 4.945 2.963
C -3.903 6.287 2.867
C -2.739 6.744 2.220
C -1.849 5.859 1.678
C -2.071 4.459 1.746
H 4.607 -0.752 -1.489
H 4.924 -0.955 0.259
H 3.477 -1.689 -0.483
H 5.950 0.803 -0.839
H 7.018 2.998 -0.705
H 5.742 4.967 0.097
H 3.379 4.697 0.758
H -2.747 0.646 2.120
H -4.353 2.275 3.070
H -5.021 4.577 3.467
H -4.600 6.997 3.290
H -2.543 7.806 2.156
H -0.959 6.266 1.213
N -2.972 -1.759 0.719
C -2.799 -2.693 -0.380
S -1.026 -3.257 -0.446
N -3.859 -3.650 -0.246
C -3.782 -5.047 -0.452
C -4.545 -5.850 0.399
C -4.580 -7.223 0.241
C -3.843 -7.833 -0.765
C -3.079 -7.042 -1.606
C -3.047 -5.660 -1.463
H -2.252 -1.045 0.652
H -3.868 -1.288 0.608
H -4.315 -3.477 0.639
H -5.120 -5.386 1.193
H -5.182 -7.820 0.914
H -3.864 -8.907 -0.889
H -2.495 -7.499 -2.395
H -2.437 -5.076 -2.129
```

The largest force on an atom is 0.0084 Eh/bohr. Its HOMO energy is -9.6 eV. The value obtained for the energy above the lowest of the compared OMol25 structures with the same formula, charge and spin is 0.0 kJ/mol. As for the net charge: +1. Its LUMO energy is -2.7 eV.

Entry from OMol25: C19H19Cl2N3O4S in the gas phase (wB97M-V/def2-TZVPD).

The geometry in XYZ format:
```
48
Properties=species:S:1:pos:R:3
C 1.459 4.828 2.353
C 2.379 3.797 2.989
O 2.680 2.741 2.073
C 1.774 1.782 1.933
O 0.750 1.724 2.581
C 2.159 0.794 0.905
C 1.263 0.337 -0.029
N -0.074 0.691 -0.233
C -0.385 1.577 -1.247
O 0.411 2.356 -1.712
N -1.678 1.464 -1.704
C -2.473 0.372 -1.407
C -3.574 0.020 -2.176
C -4.325 -1.091 -1.830
Cl -5.694 -1.510 -2.783
C -3.978 -1.863 -0.722
Cl -4.914 -3.243 -0.298
C -2.879 -1.514 0.048
C -2.133 -0.403 -0.293
N -1.041 0.000 0.525
O -1.588 0.870 1.521
S 2.005 -0.776 -1.133
C 3.518 -0.637 -0.310
C 3.458 0.228 0.742
C 4.630 0.471 1.639
C 5.094 -0.808 2.347
C 5.937 -1.732 1.469
C 5.173 -2.407 0.332
C 4.699 -1.431 -0.751
H 1.895 5.199 1.429
H 1.312 5.658 3.039
H 0.493 4.381 2.130
H 3.347 4.233 3.241
H 1.914 3.371 3.885
H -1.930 2.066 -2.475
H -3.855 0.614 -3.032
H -2.614 -2.087 0.921
H -0.852 1.058 2.141
H 4.362 1.217 2.385
H 5.457 0.875 1.050
H 4.223 -1.350 2.720
H 5.699 -0.520 3.210
H 6.361 -2.513 2.105
H 6.771 -1.163 1.051
H 4.311 -2.943 0.735
H 5.833 -3.142 -0.134
H 4.431 -1.989 -1.650
H 5.520 -0.754 -1.006
```

The largest force on an atom is 0.0166 Eh/bohr. Its HOMO energy is -8.6 eV. The value obtained for the energy above the lowest of the compared OMol25 structures with the same formula, charge and spin is 0.0 kJ/mol. As for the SMILES: CCOC(=O)c1c(N2C(=O)Nc3cc(Cl)c(Cl)cc3N2O)sc2c1CCCCC2. As for the net charge: 0. Its LUMO energy is 0.5 eV.

Entry from OMol25: C25H12F4N4O in the gas phase (wB97M-V/def2-TZVPD).

The geometry in XYZ format:
```
46
Properties=species:S:1:pos:R:3
N -6.394 -0.349 -1.652
C -5.352 0.093 -1.400
C -4.009 0.548 -1.152
C -3.641 1.014 0.131
C -2.366 1.641 0.276
C -1.504 1.766 -0.853
C -0.210 2.305 -0.659
C 0.348 3.446 -1.305
C 1.649 3.852 -0.945
C 2.247 3.279 0.175
N 3.395 3.875 0.637
C 4.060 3.261 1.617
C 3.646 1.988 2.253
C 4.661 1.364 3.189
C 4.250 0.238 3.807
C 2.936 -0.285 3.491
O 2.591 -1.351 4.024
N 2.173 0.155 2.397
C 1.255 -0.724 1.836
C 0.150 -1.274 2.579
C -0.555 -2.183 1.886
C -0.380 -2.608 0.572
F -1.215 -3.543 0.012
C 0.668 -2.080 -0.188
C 0.939 -2.556 -1.649
F 2.232 -2.138 -1.938
F 1.040 -3.925 -1.824
F 0.256 -1.886 -2.591
C 1.512 -1.155 0.480
C 2.459 1.424 1.835
C 1.786 2.067 0.707
C 0.542 1.678 0.260
C -1.965 1.142 -2.051
N -3.213 0.680 -2.231
H -4.344 1.013 0.963
H -2.153 2.116 1.176
H -0.248 4.078 -1.922
H 2.089 4.726 -1.394
H 4.979 3.775 1.960
H 5.712 1.734 3.470
H 4.723 -0.363 4.629
H -0.131 -1.060 3.673
H -1.356 -2.760 2.265
H 2.392 -0.712 0.083
H 0.012 0.856 0.641
H -1.322 1.178 -2.930
```

The largest force on an atom is 0.0800 Eh/bohr. Its HOMO energy is -8.9 eV. As for the SMILES: N#Cc1ccc(-c2ccc3ncc4ccc(=O)n(-c5ccc(F)c(C(F)(F)F)c5)c4c3c2)cn1. As for the net charge: 0. Its LUMO energy is -0.8 eV.

Entry from OMol25: 2 unconnected molecules or ions with the total composition C6H17NOS (wB97M-V/def2-TZVPD).

The geometry in XYZ format:
```
26
Properties=species:S:1:pos:R:3
C 1.235 -1.383 0.984
N 1.024 -0.296 0.158
C -0.150 -0.452 -0.903
C -0.631 0.999 -1.119
C -2.058 0.914 -0.750
S -2.257 2.221 0.618
C 0.489 -1.095 -2.170
C 0.326 -1.614 2.293
H 1.139 -2.341 0.467
H 2.203 -1.570 1.524
H 0.802 0.429 0.846
H -1.167 -1.000 -0.539
H -0.002 1.672 -0.515
H -0.716 1.391 -2.259
H -2.811 1.104 -1.480
H -2.287 0.032 -0.170
H -1.512 3.110 0.137
H 0.803 -0.603 -3.008
H 1.341 -1.785 -1.917
H -0.470 -1.633 -2.452
H -0.143 -2.682 2.225
H -0.528 -0.956 2.351
H 1.006 -1.788 3.174
H 1.213 2.377 1.536
H 1.904 2.195 0.256
O 1.248 2.756 0.712
```

The largest force on an atom is 0.1000 Eh/bohr. Its HOMO energy (spin up / spin down) is -13.0 / -12.4 eV. The expectation value of S² is 0.76. The value obtained for the energy above the lowest of the compared OMol25 structures with the same formula, charge and spin is 177.1 kJ/mol. Its spin multiplicity is 2. As for the net charge: +1. Its LUMO energy (spin up / spin down) is -2.8 / -8.4 eV.